[1]
{
  "formula": "C9H25N2O7PS",
  "method": "wB97M-V/def2-TZVPD",
  "e_lumo_ev": 0.46,
  "energy_ev": -47174.1103,
  "charge": 0,
  "gap_ha": 0.3261,
  "species": ["C", "C", "S", "C", "C", "P", "N", "O", "O", "C", "O", "O", "C", "N", "H", "H", "H", "H", "H", "H", "H", "H", "H", "H", "H", "H", "H", "C", "O", "H", "H", "H", "H", "C", "O", "H", "H", "H", "H", "C", "O", "H", "H", "H", "H"],
  "xyz": [[-0.49756, 0.61128, 3.54989], [-0.23444, 1.64530, 2.45788], [-1.07562, 1.34835, 0.88105], [-0.85214, -0.41286, 0.43039], [0.53659, -1.06314, 0.63496], [2.06030, 0.02734, 0.56805], [3.33395, -0.94733, -0.04614], [1.77227, 1.17108, -0.62706], [0.55177, -1.87613, 1.79944], [-0.23161, -2.97306, 1.57022], [-0.60318, -3.69668, 2.34391], [-0.50940, -3.01725, 0.23843], [0.52803, -2.23886, -0.40109], [1.69989, -3.09573, -0.41093], [0.20560, -0.21084, 3.53362], [-0.35089, 1.10539, 4.51087], [-1.52293, 0.26187, 3.55913], [0.83137, 1.80243, 2.34674], [-0.62539, 2.59638, 2.80673], [-1.64257, -0.96614, 0.92011], [-1.06400, -0.45073, -0.63452], [3.11838, -1.16663, -1.02022], [4.16635, -0.34721, -0.06386], [1.13726, 0.82397, -1.27274], [0.31030, -1.93051, -1.41442], [2.32733, -2.90335, 0.36330], [1.41944, -4.06277, -0.31703], [-3.46339, -1.15091, -2.16190], [-2.34918, -0.44189, -2.68377], [-3.10753, -2.07324, -1.70677], [-3.96743, -0.54673, -1.40245], [-4.16203, -1.39529, -2.96716], [-2.69049, 0.36988, -3.07936], [6.07813, 2.10514, 0.55464], [5.11728, 1.35681, -0.18759], [6.96125, 1.48570, 0.68638], [6.35339, 3.01200, 0.01226], [5.67732, 2.37205, 1.53489], [4.33877, 1.91667, -0.30017], [-5.23997, 1.95261, -2.41775], [-3.83634, 2.20029, -2.52935], [-5.40443, 0.87999, -2.45739], [-5.61175, 2.33908, -1.46641], [-5.77156, 2.42962, -3.24430], [-3.71115, 3.15403, -2.49052]],
  "atomic_forces_ev_per_a": [[0.2270, 0.5533, 0.4366], [-0.2216, -0.4780, 0.4866], [-0.0767, 0.2620, -0.3101], [0.7009, 1.1622, 0.5044], [-0.0378, -1.3286, -2.3843], [1.3166, 1.3727, 1.5721], [-1.1047, 0.5845, -0.6322], [-0.5572, -1.3478, 0.0763], [0.2272, 0.5102, 1.1774], [1.9430, 4.4030, -4.7507], [-2.1379, -4.3233, 4.7893], [-0.5035, -0.4126, -0.8084], [0.7649, -0.6074, 1.0258], [0.3564, 0.3122, -0.0584], [-0.0790, -0.2806, -0.2375], [0.0658, 0.0206, 0.1333], [-0.1640, -0.2180, -0.2069], [0.2144, -0.1305, -0.2976], [-0.3033, 0.2068, -0.2708], [0.1595, -0.3316, 0.2128], [-0.2297, 0.2779, -0.1512], [0.3498, -0.5246, 0.1133], [-0.1576, -0.1659, 0.2920], [0.1133, 0.4552, -0.1888], [-0.8188, -0.1514, -0.0899], [0.0164, 0.1355, -0.1775], [-0.1965, -0.0394, -0.2883], [0.0493, 0.2679, -0.1199], [0.1555, -0.1302, -0.0895], [0.0590, 0.0136, -0.0196], [-0.0915, -0.1465, 0.0634], [-0.1095, -0.1102, 0.1248], [0.0999, 0.1252, 0.2017], [-0.2194, 0.0418, -0.0384], [0.0490, 0.2046, 0.0001], [-0.0315, -0.0457, -0.0371], [0.0923, 0.0144, 0.0658], [0.1064, 0.0314, 0.0377], [0.0124, -0.1270, -0.0764], [0.2033, 0.3884, -0.0143], [-0.1578, -0.1533, -0.0790], [0.0524, 0.0000, -0.0175], [-0.1371, -0.0814, -0.0210], [-0.1393, -0.0793, 0.0450], [0.1400, -0.1302, 0.0070]],
  "mulliken_charge": [-1.02, -0.39, -0.13, -0.88, 0.42, -0.14, -0.49, -0.44, -0.39, 0.39, -0.43, -0.42, -0.07, -0.62, 0.17, 0.42, 0.28, 0.23, 0.46, 0.68, 0.18, 0.26, 0.44, 0.33, 0.58, 0.36, 0.31, -0.61, -0.51, 0.25, 0.20, 0.35, 0.29, -0.59, -0.51, 0.24, 0.25, 0.27, 0.24, -0.52, -0.47, 0.20, 0.26, 0.29, 0.27]
}

[2]
{
  "formula": "C3HF2NO",
  "method": "wB97M-V/def2-TZVPD",
  "e_lumo_ev": 0.81,
  "energy_ev": -12097.0603,
  "charge": 0,
  "gap_ha": 0.3936,
  "species": ["C", "C", "C", "H", "N", "O", "F", "F"],
  "xyz": [[1.00305, 0.31472, -0.07097], [-0.69296, -1.02672, 0.01221], [-0.14808, 0.89392, -0.13904], [-1.37416, -1.96418, 0.34195], [0.62219, -1.08737, 0.05579], [-1.17132, 0.15429, -0.23587], [2.32253, 0.58868, -0.07138], [-0.56125, 2.12666, 0.10729]],
  "atomic_forces_ev_per_a": [[2.5434, -4.9500, 0.2530], [1.3520, -6.0119, 1.0052], [0.3948, 6.6942, 0.0815], [1.4853, 2.6991, -1.4355], [-1.0698, 1.7007, -0.0789], [-3.6721, -1.6879, 0.6899], [-1.7743, 0.4554, 0.1221], [0.7408, 1.1003, -0.6373]],
  "mulliken_charge": [0.38, 0.10, 0.41, 0.29, -0.45, -0.24, -0.23, -0.27]
}

[3]
{
  "formula": "C35H37BN6PdSi",
  "method": "wB97M-V/def2-TZVPD",
  "e_lumo_ev": 4.28,
  "energy_ev": -57872.0396,
  "charge": -2,
  "gap_ha": 0.1575,
  "species": ["Pd", "C", "C", "C", "C", "N", "N", "B", "N", "N", "C", "C", "C", "C", "C", "C", "C", "C", "C", "C", "N", "N", "C", "C", "C", "C", "C", "C", "C", "C", "C", "C", "C", "C", "C", "C", "C", "C", "H", "H", "H", "H", "H", "H", "H", "H", "H", "H", "H", "H", "H", "H", "H", "H", "H", "H", "H", "H", "H", "H", "H", "H", "H", "H", "H", "H", "C", "Si", "C", "C", "C", "C", "H", "H", "H", "H", "H", "H", "H", "H", "H"],
  "xyz": [[0.22999, -0.14253, -0.11694], [1.47354, 5.32198, 2.06283], [1.71311, 3.86052, 1.85276], [2.68219, 3.06145, 2.41643], [2.45010, 1.76977, 1.88545], [1.40657, 1.80937, 1.06645], [0.96392, 3.07054, 1.04302], [-0.22868, 3.50484, 0.16144], [-1.52817, 2.83140, 0.65445], [-1.66355, 1.50105, 0.63205], [-2.88143, 1.22252, 1.07898], [-3.55236, 2.42495, 1.40733], [-2.65230, 3.42697, 1.12147], [-2.82663, 4.90696, 1.25150], [-3.40063, -0.14803, 1.11549], [-2.63881, -1.18870, 0.57897], [-3.14299, -2.47708, 0.56227], [-4.40210, -2.75598, 1.08020], [-5.15914, -1.72753, 1.62598], [-4.66162, -0.43304, 1.64258], [0.03571, 3.11330, -1.31142], [0.32143, 1.85663, -1.66775], [0.52737, 1.84955, -2.97832], [0.35790, 3.15997, -3.48770], [0.04697, 3.93377, -2.39182], [-0.25551, 5.39751, -2.34015], [0.89036, 0.62313, -3.69949], [1.02818, -0.58157, -3.00318], [1.38275, -1.73752, -3.67671], [1.60697, -1.71613, -5.04878], [1.46739, -0.52429, -5.74836], [1.11118, 0.63659, -5.07784], [3.19569, 0.53005, 2.13478], [2.81707, -0.64707, 1.48340], [3.50496, -1.82545, 1.71533], [4.58615, -1.84958, 2.58910], [4.97168, -0.68311, 3.23727], [4.27989, 0.49844, 3.01319], [2.20417, 5.70931, 2.77290], [0.47259, 5.50419, 2.46017], [1.56632, 5.88113, 1.12935], [3.44630, 3.37432, 3.11060], [-0.35030, 4.69380, 0.23183], [-4.55316, 2.54757, 1.79045], [-3.81842, 5.11842, 1.65101], [-2.73040, 5.40546, 0.28446], [-2.07933, 5.33860, 1.92078], [-1.62060, -0.96666, 0.18249], [-2.52391, -3.26093, 0.14747], [-4.78550, -3.77112, 1.06611], [-6.14097, -1.93183, 2.04077], [-5.26360, 0.36219, 2.06963], [0.45080, 3.50074, -4.50681], [-0.19639, 5.81466, -3.34541], [0.44958, 5.93204, -1.70002], [-1.25925, 5.57808, -1.94883], [0.83073, -0.59987, -1.90380], [1.47532, -2.66414, -3.12033], [1.88467, -2.62328, -5.57565], [1.63246, -0.49898, -6.82062], [1.00125, 1.56116, -5.63458], [1.94061, -0.62573, 0.79942], [3.17877, -2.73063, 1.21499], [5.12482, -2.77368, 2.77193], [5.81053, -0.69454, 3.92574], [4.58498, 1.40112, 3.53193], [-1.08372, -5.74176, 1.92823], [-0.21230, -5.39092, 0.27244], [-1.36164, -6.02104, -1.11378], [1.22435, -6.64703, 0.23679], [0.21582, -3.65926, 0.06263], [0.41078, -2.44292, -0.07281], [-1.47357, -6.76187, 1.99826], [-1.91500, -5.04733, 2.07498], [-0.38407, -5.59350, 2.75539], [-1.75461, -7.02262, -0.91485], [-0.80812, -6.05441, -2.05632], [-2.20848, -5.34649, -1.26054], [0.85258, -7.66810, 0.36457], [1.95045, -6.45477, 1.03142], [1.75829, -6.60305, -0.71664]],
  "atomic_forces_ev_per_a": [[0.0013, -1.1256, 0.1836], [-0.0732, -0.1088, -0.0955], [0.1097, -0.0965, 0.0691], [0.0608, -0.0395, 0.0252], [-0.1612, 0.4396, 0.0015], [0.2251, -0.2779, 0.1543], [0.0193, 0.5003, 0.0842], [0.0720, -0.5833, -0.0524], [-0.0618, 0.3849, 0.0970], [-0.1902, -0.2841, 0.0361], [0.0135, 0.4895, -0.0342], [-0.0509, -0.0646, 0.0529], [-0.0976, -0.0960, -0.0134], [0.1194, -0.1011, -0.0370], [0.0249, -0.2747, -0.0711], [0.1358, 0.2350, -0.0156], [-0.0136, -0.0577, 0.0298], [0.0231, -0.0275, -0.0027], [-0.0594, -0.0261, 0.0176], [0.0294, 0.0713, 0.0015], [-0.0303, 0.4562, -0.0524], [0.0789, -0.3107, -0.2340], [-0.1108, 0.4385, 0.1478], [0.0392, -0.0477, -0.0497], [0.0076, -0.0969, -0.1284], [0.0071, -0.0978, 0.1129], [0.0592, -0.2635, -0.0148], [-0.0746, 0.1984, 0.0593], [0.0269, -0.0919, -0.0731], [0.0054, -0.0145, -0.0215], [0.0052, -0.0197, -0.0420], [-0.0246, 0.0575, 0.0460], [0.0328, -0.2681, -0.0595], [-0.1070, 0.2100, 0.0094], [0.0655, -0.0787, 0.0225], [0.0179, -0.0171, 0.0091], [0.0348, -0.0178, 0.0324], [-0.0383, 0.0563, -0.0122], [0.0085, -0.0043, 0.0123], [0.0159, 0.0586, -0.0110], [-0.0237, 0.0303, 0.0261], [-0.0091, 0.0114, -0.0044], [-0.0327, 0.0939, 0.0120], [0.0036, 0.0300, -0.0129], [-0.0048, 0.0067, 0.0191], [0.0076, 0.0338, 0.0286], [-0.0309, 0.0483, -0.0143], [-0.6540, -0.2947, 0.1495], [0.0551, -0.0427, -0.0257], [-0.0090, 0.0159, 0.0024], [0.0084, -0.0014, -0.0017], [0.0257, 0.0090, -0.0079], [-0.0072, 0.0145, 0.0077], [0.0017, -0.0038, -0.0148], [-0.0284, 0.0233, -0.0036], [0.0194, 0.0531, -0.0002], [0.2188, -0.1731, -0.6893], [-0.0284, 0.0449, 0.0657], [-0.0065, -0.0024, 0.0165], [0.0046, 0.0062, 0.0065], [0.0070, 0.0037, 0.0165], [0.5912, -0.1816, 0.3358], [-0.0581, 0.0420, -0.0272], [-0.0105, 0.0012, -0.0070], [-0.0028, 0.0073, -0.0061], [-0.0112, 0.0048, -0.0171], [0.0237, 0.1807, -0.1200], [-0.1098, -0.2005, -0.0123], [0.0583, 0.1967, 0.1033], [0.0709, 0.2794, -0.0300], [0.1315, -0.6585, -0.0043], [-0.3339, 1.1980, 0.0403], [0.0353, -0.0300, -0.0949], [0.0174, 0.0066, 0.0106], [-0.0039, 0.0486, -0.0178], [0.0498, -0.0212, 0.0633], [-0.0059, 0.0237, 0.0017], [0.0050, 0.0084, 0.0115], [-0.0886, 0.0136, 0.0068], [-0.0180, 0.0408, -0.0128], [-0.0033, 0.0295, 0.0165]],
  "mulliken_charge": [-2.18, -1.31, 0.77, -1.43, 0.37, 0.36, 0.48, -0.87, 0.63, 0.21, 0.31, -1.40, 0.73, -1.26, 0.56, 0.40, -0.70, -0.57, -0.57, -0.64, 0.33, 0.56, 0.32, -1.44, 0.80, -1.31, 0.09, 1.01, -1.01, -0.29, -0.63, -0.63, 0.09, 0.89, -0.92, -0.32, -0.62, -0.54, 0.37, 0.16, 0.19, 0.36, -0.19, 0.35, 0.37, 0.16, 0.14, 0.15, 0.60, 0.38, 0.35, 0.25, 0.36, 0.37, 0.19, 0.16, 0.54, 0.46, 0.37, 0.34, 0.24, 0.40, 0.46, 0.37, 0.35, 0.25, -1.02, 0.19, -1.11, -1.07, -1.02, 0.60, 0.29, 0.25, 0.30, 0.31, 0.29, 0.33, 0.27, 0.30, 0.27]
}

[4]
{
  "formula": "C5H10NOP",
  "method": "wB97M-V/def2-TZVPD",
  "e_lumo_ev": 1.05,
  "energy_ev": -18170.7158,
  "charge": 0,
  "gap_ha": 0.3358,
  "species": ["C", "C", "C", "C", "C", "N", "O", "P", "H", "H", "H", "H", "H", "H", "H", "H", "H", "H"],
  "xyz": [[0.42872, -1.04837, -1.18699], [-2.14304, 0.43596, 0.32973], [-0.83210, -0.13781, 0.90079], [-1.43558, 0.66769, -1.01794], [-0.29002, -0.16850, -0.50572], [1.79821, 0.59026, 0.11850], [1.42193, -1.79328, -0.53075], [2.43315, -0.82108, 0.22555], [0.48894, -1.06603, -2.26148], [-2.93578, -0.30474, 0.26259], [-2.52297, 1.32698, 0.82241], [-0.31692, 0.55274, 1.56300], [-0.89207, -1.11684, 1.37696], [-1.93054, 0.30621, -1.91694], [-1.14513, 1.70586, -1.16600], [2.33874, 1.32640, 0.55149], [3.65543, -1.11274, -0.38952], [2.59124, -1.50156, 1.43662]],
  "atomic_forces_ev_per_a": [[-0.5986, 0.1126, -0.0184], [-0.2918, 0.0528, 0.0992], [0.2177, -0.0792, 0.4176], [0.0834, 0.1243, -0.3516], [-1.4841, -1.3456, -0.9652], [2.0788, 0.6965, 0.9530], [-0.4771, -0.3472, -0.2602], [0.1066, 0.2319, -0.0840], [0.0347, -0.0888, -0.1734], [-0.0476, -0.0306, -0.0007], [-0.0693, 0.0154, 0.0447], [0.0372, 0.0477, -0.0144], [0.0262, 0.0071, 0.0758], [-0.0257, 0.0388, -0.0691], [0.0145, 0.1374, 0.0157], [0.0987, 0.2887, 0.0750], [0.2597, 0.1201, -0.0626], [0.0368, 0.0182, 0.3187]],
  "mulliken_charge": [-0.29, -0.53, -0.48, -0.70, 0.34, -0.59, -0.36, 0.35, 0.38, 0.26, 0.28, 0.25, 0.28, 0.33, 0.21, 0.19, 0.06, 0.05]
}

[5]
{
  "formula": "C6H9N3O5S",
  "method": "wB97M-V/def2-TZVPD",
  "e_lumo_ev": -0.55,
  "energy_ev": -31904.0835,
  "charge": 0,
  "gap_ha": 0.3121,
  "species": ["C", "C", "C", "C", "C", "C", "N", "N", "N", "O", "O", "O", "O", "O", "S", "H", "H", "H", "H", "H", "H", "H", "H", "H"],
  "xyz": [[-3.21054, -0.05902, 0.01715], [-2.41253, 1.19742, 0.05149], [-2.31409, -1.18654, 0.33052], [-1.09358, 0.98986, -0.77302], [-1.06696, -0.74646, 1.03832], [-0.29632, 0.21775, 0.10632], [-4.37717, -0.05350, -0.42372], [4.43455, -0.64670, -1.09253], [0.97221, 0.29613, 0.25811], [1.55044, 1.32252, -0.61259], [-2.73551, 2.22251, 0.60444], [1.86993, -0.30088, 0.87056], [4.35258, 1.45350, 0.23314], [5.95399, -0.35622, 0.85464], [4.89437, 0.09581, 0.08682], [-2.89347, -1.94507, 0.80398], [-2.10599, -1.57369, -0.67064], [-1.45673, 0.31864, -1.62262], [-0.53989, 1.99555, -0.98505], [-1.45205, -0.24719, 1.91444], [-0.34443, -1.61311, 1.07096], [-4.86646, -0.93780, -0.38335], [4.58191, -1.61624, -1.25681], [2.55576, 1.17274, -0.42055]],
  "atomic_forces_ev_per_a": [[0.2047, 0.4420, 0.1951], [-0.0073, 2.1467, -0.9145], [-0.4274, -0.8688, -1.3050], [-1.1850, 2.7097, -1.2300], [1.7663, -1.0160, -1.8457], [0.2406, -2.5131, 3.2623], [-1.1269, 0.8179, 0.1961], [-1.4016, 0.9126, -0.6187], [1.8920, 2.1430, -2.4006], [1.4304, -1.0158, 0.8236], [0.4088, -0.8637, -0.3355], [-0.7939, -0.8590, 1.0305], [0.9199, -2.3718, -0.0284], [2.0996, -0.7067, 2.4550], [-2.1557, 2.7429, -2.1189], [-0.1440, -0.7468, 0.7525], [0.3736, -0.3922, 0.0463], [0.9195, 1.3367, 0.3578], [-1.4880, -1.9030, -0.2849], [0.9526, -0.0652, 0.9343], [-0.9850, 0.7916, 1.2653], [0.2058, -0.5341, -0.1866], [0.5726, -0.6569, 0.2793], [-2.2714, 0.4700, -0.3295]],
  "mulliken_charge": [0.54, 0.24, -0.73, -0.15, -0.43, -0.30, -0.72, -0.36, 0.81, -0.51, -0.53, -0.75, -0.49, -0.44, 1.00, 0.43, 0.31, 0.26, 0.32, 0.30, 0.35, 0.24, 0.27, 0.34]
}